{"formula": "C55H55BiBrF4N5O5P2SSi", "method": "ωB97M-V/def2-TZVPD", "e_homo_ev": -5.694, "de_lowest_kcal_mol": 97.0, "charge": 0, "elements": ["Bi", "F", "C", "C", "F", "C", "F", "C", "P", "C", "C", "C", "C", "C", "C", "C", "C", "C", "C", "C", "C", "C", "Br", "C", "F", "H", "H", "H", "H", "H", "H", "H", "H", "H", "H", "O", "C", "O", "C", "P", "C", "C", "C", "C", "C", "C", "C", "C", "C", "C", "C", "C", "H", "H", "H", "H", "H", "H", "H", "H", "H", "H", "H", "H", "N", "C", "C", "C", "C", "C", "C", "C", "H", "H", "H", "H", "H", "C", "Si", "C", "C", "C", "H", "H", "H", "H", "H", "H", "H", "H", "H", "H", "H", "C", "C", "C", "C", "N", "C", "N", "N", "N", "H", "H", "H", "H", "H", "H", "H", "H", "H", "H", "C", "C", "C", "C", "C", "C", "C", "S", "O", "O", "O", "H", "H", "H", "H", "H", "H", "H"], "coordinates": [[0.002, 0.635, -0.313], [0.923, 5.892, 5.349], [0.400, 5.366, 4.230], [-0.987, 5.356, 4.036], [-1.778, 5.968, 4.929], [-1.521, 4.746, 2.920], [-2.849, 4.803, 2.735], [-0.725, 4.137, 1.936], [-1.375, 2.666, 0.921], [-2.309, 1.681, 2.021], [-3.574, 2.053, 2.514], [-4.102, 1.490, 3.638], [-3.294, 0.626, 4.440], [-2.104, 0.188, 4.003], [-1.636, 0.463, 2.614], [-2.508, 3.563, -0.176], [-2.246, 4.876, -0.546], [-3.094, 5.527, -1.423], [-4.189, 4.865, -1.952], [-4.433, 3.544, -1.609], [-3.598, 2.894, -0.721], [0.660, 4.254, 2.124], [1.775, 3.736, 0.669], [1.222, 4.851, 3.235], [2.556, 4.939, 3.367], [-4.116, 2.830, 1.994], [-5.083, 1.766, 3.989], [-3.639, 0.364, 5.432], [-1.459, -0.426, 4.615], [-0.542, 0.559, 2.596], [-1.380, 5.390, -0.147], [-2.891, 6.550, -1.707], [-4.846, 5.372, -2.642], [-5.269, 3.020, -2.051], [-3.763, 1.859, -0.453], [-1.987, 2.607, -3.716], [-1.534, 1.731, -3.016], [-1.094, 1.918, -1.821], [-1.442, 0.294, -3.581], [-1.218, -0.960, -2.253], [-0.667, -2.402, -3.244], [-1.458, -3.512, -3.516], [-0.925, -4.589, -4.206], [0.386, -4.561, -4.652], [1.166, -3.442, -4.413], [0.647, -2.375, -3.704], [-2.921, -1.353, -1.738], [-3.965, -0.458, -1.938], [-5.218, -0.723, -1.409], [-5.446, -1.884, -0.692], [-4.408, -2.781, -0.492], [-3.152, -2.511, -0.996], [-0.559, 0.255, -4.225], [-2.316, 0.093, -4.208], [-2.487, -3.540, -3.190], [-1.537, -5.458, -4.392], [0.797, -5.410, -5.179], [2.187, -3.403, -4.764], [1.276, -1.529, -3.473], [-3.804, 0.455, -2.490], [-6.019, -0.013, -1.551], [-6.422, -2.083, -0.277], [-4.581, -3.679, 0.083], [-2.331, -3.182, -0.789], [-1.393, -0.754, 0.509], [-1.893, -0.722, 1.658], [-2.668, -1.866, 2.183], [-1.987, -3.058, 2.404], [-2.631, -4.149, 2.959], [-3.972, -4.068, 3.287], [-4.660, -2.888, 3.058], [-4.016, -1.789, 2.518], [-0.940, -3.108, 2.142], [-2.078, -5.056, 3.154], [-4.476, -4.922, 3.717], [-5.709, -2.825, 3.305], [-4.568, -0.879, 2.345], [4.187, 4.438, -2.453], [3.125, 3.509, -3.733], [1.824, 4.688, -4.479], [4.138, 2.590, -5.062], [2.144, 2.156, -2.767], [4.847, 5.165, -2.918], [4.799, 3.751, -1.876], [3.552, 4.974, -1.753], [2.294, 5.421, -5.128], [1.306, 5.230, -3.692], [1.068, 4.163, -5.057], [4.822, 3.249, -5.588], [3.486, 2.139, -5.807], [4.716, 1.787, -4.610], [1.871, 1.305, -3.397], [1.232, 2.557, -2.323], [1.679, -5.304, 0.149], [2.415, -5.269, 1.489], [1.461, -5.422, 2.671], [3.269, -3.994, 1.626], [2.498, -2.790, 1.733], [1.898, -2.042, 0.790], [1.390, -0.985, 1.382], [1.671, -1.101, 2.674], [2.329, -2.156, 2.895], [1.191, -6.267, 0.015], [2.377, -5.165, -0.676], [0.911, -4.534, 0.095], [3.130, -6.098, 1.507], [0.694, -4.651, 2.668], [2.007, -5.357, 3.610], [0.959, -6.386, 2.629], [3.927, -3.897, 0.760], [3.861, -4.050, 2.544], [1.861, -2.236, -0.259], [5.556, -1.101, 3.732], [5.157, -0.706, 2.345], [4.495, 0.494, 2.109], [4.037, 0.814, 0.841], [4.250, -0.061, -0.204], [4.956, -1.235, -0.004], [5.418, -1.548, 1.264], [3.461, 0.178, -1.780], [4.380, 0.007, -2.862], [2.950, 1.665, -1.670], [2.318, -0.712, -1.796], [5.762, -0.226, 4.344], [6.435, -1.741, 3.718], [4.735, -1.650, 4.200], [4.309, 1.179, 2.921], [3.535, 1.745, 0.658], [5.134, -1.875, -0.854], [5.968, -2.464, 1.421]], "atomic_forces_ev_per_a": [[0.1, 0.6, 0.1], [-0.2, -0.1, -0.5], [-0.1, 0.0, 0.0], [0.2, 0.2, 0.3], [0.3, -0.3, -0.2], [0.0, -0.1, -0.8], [0.3, 0.0, 0.3], [0.8, -0.2, 0.9], [-1.4, 0.5, 1.1], [0.8, 0.8, -0.5], [-0.2, -0.2, 0.2], [-0.4, 0.3, -0.2], [0.4, -0.1, 0.1], [0.2, 0.2, 0.4], [-0.4, 0.0, -0.4], [0.1, -0.1, 0.0], [0.0, -0.1, 0.1], [0.0, 0.1, -0.1], [0.0, 0.0, 0.0], [-0.1, 0.0, 0.0], [0.0, 0.0, 0.1], [-0.7, 0.1, -0.5], [0.2, 0.1, 0.3], [0.2, 0.1, 0.2], [-0.3, 0.0, 0.1], [-0.1, 0.0, 0.0], [-0.1, 0.1, 0.0], [0.0, -0.1, 0.1], [0.0, -0.1, 0.2], [0.0, 0.0, 0.1], [0.0, 0.0, 0.0], [0.0, 0.1, 0.0], [0.0, 0.0, -0.1], [-0.1, 0.0, 0.0], [-0.1, 0.0, 0.1], [-0.1, 0.3, -0.3], [-0.1, -0.6, -0.7], [0.5, -0.3, 0.5], [-0.1, 0.2, 0.3], [-0.6, -0.1, -1.4], [0.0, 0.1, 0.4], [0.0, 0.1, 0.0], [0.0, -0.1, -0.1], [0.0, 0.0, 0.0], [0.1, 0.0, -0.1], [0.0, 0.0, 0.1], [0.2, 0.0, 0.0], [0.2, -0.1, -0.1], [-0.2, 0.0, 0.1], [0.0, 0.1, -0.1], [0.0, -0.1, -0.1], [-0.1, 0.0, -0.1], [0.0, 0.0, 0.0], [0.2, 0.0, 0.0], [0.0, 0.0, 0.0], [-0.1, -0.1, 0.0], [0.0, -0.1, -0.1], [0.1, 0.0, 0.0], [0.0, 0.0, -0.1], [0.0, 0.1, -0.1], [-0.1, 0.1, 0.0], [-0.1, 0.0, 0.0], [0.1, -0.1, 0.1], [0.0, -0.1, 0.0], [-0.1, -0.9, -0.1], [0.3, 0.6, 0.4], [-0.1, -0.6, 0.0], [0.0, 0.2, -0.1], [0.1, -0.2, 0.1], [0.0, -0.1, 0.0], [-0.1, 0.0, 0.0], [0.1, 0.0, 0.0], [0.1, 0.0, 0.0], [0.1, -0.1, 0.0], [0.0, 0.0, 0.0], [-0.1, 0.0, 0.0], [0.0, 0.2, 0.0], [-0.4, -0.5, -0.4], [-0.1, 0.2, -0.3], [0.5, -0.5, 0.3], [-0.3, 0.4, 0.5], [-0.1, 0.5, -0.7], [0.1, 0.1, -0.2], [0.1, -0.1, 0.0], [-0.2, 0.1, 0.1], [0.1, 0.1, -0.1], [0.0, 0.0, 0.2], [-0.1, -0.1, -0.1], [0.1, 0.2, 0.0], [-0.2, 0.0, 0.0], [0.1, 0.0, 0.1], [-0.1, 0.1, -0.1], [0.0, 0.0, 0.0], [0.2, -0.1, 0.2], [-0.1, 0.3, 0.0], [0.2, -0.1, -0.2], [0.2, -0.9, 0.0], [-0.8, 0.9, -0.7], [0.2, -0.2, 0.6], [0.0, -0.2, -0.7], [-0.3, 0.7, 0.7], [0.5, -0.8, 0.8], [-0.1, -0.1, 0.0], [0.0, 0.0, -0.1], [-0.1, 0.1, 0.0], [0.0, 0.1, 0.0], [-0.1, 0.1, 0.0], [0.0, 0.0, 0.1], [-0.1, -0.1, 0.0], [0.0, 0.0, 0.1], [0.0, 0.1, -0.2], [0.1, -0.2, -0.3], [0.0, 0.0, 0.0], [0.1, 0.1, -0.1], [0.0, -0.1, -0.2], [0.1, 0.2, 0.1], [-0.2, 0.5, -0.3], [0.1, -0.1, -0.3], [-0.1, 0.2, -0.1], [0.3, -0.5, 0.3], [0.0, 0.3, 0.1], [0.9, -0.8, 0.8], [0.0, 0.3, 0.0], [0.0, 0.0, 0.1], [0.1, 0.0, 0.1], [0.0, 0.0, 0.0], [0.0, 0.1, 0.1], [-0.2, 0.1, 0.1], [0.1, -0.2, 0.0], [0.1, -0.1, 0.0]], "mulliken_charge": [3.2911, -0.3010, 0.4077, 0.2429, -0.3047, 0.0261, -0.3940, -0.1602, 1.4085, 0.0562, -0.4440, -1.5193, -0.6037, -1.1206, 0.7261, 0.6390, -0.8728, -0.7032, -0.8140, -0.5475, -0.7363, 0.2189, -0.0788, 0.1734, -0.3528, 0.4107, 0.4856, 0.4379, 0.5190, -0.0385, 0.3758, 0.4115, 0.3977, 0.4524, 0.3030, -0.7104, 0.3065, -0.4358, -1.5671, 1.9449, 0.5393, -0.8381, -0.6999, -0.7005, -0.6723, -0.1009, 0.3483, -0.7994, -0.8053, -0.8746, -0.7206, -0.5047, 0.6781, 0.5719, 0.4379, 0.4507, 0.4090, 0.4839, -0.0474, 0.4701, 0.4059, 0.3925, 0.3843, 0.6524, -0.3512, 0.1171, 0.0664, -0.0042, -0.4164, -0.8872, -1.0349, 0.1710, -0.1546, 0.5112, 0.3798, 0.4526, 0.5783, -1.0423, 0.1190, -1.1266, -1.0806, 0.3150, 0.4621, 0.2801, 0.2690, 0.3839, 0.3288, 0.3716, 0.4012, 0.3061, 0.3051, 0.0060, -0.1041, -1.1897, 0.6882, -1.2390, -1.6061, 1.8910, -2.8894, 1.1611, -0.6739, -0.7413, 0.4689, 0.4036, -0.0489, 0.3755, -0.0199, 0.4041, 0.4945, 0.4687, 0.4737, 1.1659, -1.6417, 1.1220, -0.8216, -0.8963, 0.2521, -0.9493, -0.4883, 1.0016, -0.8365, 0.0484, 0.0919, 0.4415, 0.3894, 0.2805, 0.4894, 0.3093, 0.5467, 0.4613]}